Here is a gas-phase ion, C2H2NO2 (charge -1) from the OMol25 dataset. Energies are from wB97M-V/def2-TZVPD.

Properties
energy above the lowest of the compared OMol25 structures with the same formula, charge and spin	57.0	kJ/mol
structure (SMILES)	C=NC(=O)[O-]
total charge	-1
frontier orbital gap	8.6	eV
E_LUMO	4.43	eV
max |F|	4.49	eV/A

Each atom is followed by the atoms it is bonded to, with distances in Å.
Geometry (Å):
1 C -0.9687 0.5636 0.2140  N2 1.284, H6 1.201, H7 1.064
2 N -0.4928 -0.4739 -0.3751  C1 1.284, C3 1.556
3 C 1.0280 -0.7201 -0.1598  N2 1.556, O4 1.259, O5 1.190
4 O 1.3575 -1.8374 -0.6375  C3 1.259
5 O 1.6277 0.1146 0.4391  C3 1.190
6 H -2.0423 0.9511 -0.1609  C1 1.201
7 H -0.5095 1.4022 0.6802  C1 1.064